The following is a quantum chemistry calculation of a cluster of 12 separate species, C64H176N24O16P8S4 in total in a non-equilibrium geometry, from the Open Molecules 2025 dataset.

Values from the calculation:
energy above the lowest of the compared OMol25 structures with the same formula, charge and spin = 42.3 kcal per mole
gap between HOMO and LUMO = 8.27 eV
lowest unoccupied orbital energy = 0.30 eV
HOMO = -0.2928 Ha
DFT total energy = -255404.2768 eV

Structure (XYZ):
```
292
Properties=species:S:1:pos:R:3:forces:R:3:lowdin_charge:R:1
S -4.7158 -2.4987 3.7281 -1.766 1.055 0.433 0.665
S 1.8803 -2.5118 4.4732 0.679 1.024 0.590 0.715
S -5.8045 2.4431 -0.5657 -0.109 -1.670 2.094 0.636
S -2.0111 5.4428 -4.5354 -1.489 -2.524 -1.045 0.672
P 5.9358 -3.2969 1.4806 -0.664 -2.135 2.227 0.474
P 1.7866 -3.5837 -5.3176 -1.757 -0.293 0.255 0.420
P -3.9876 -1.1206 -5.6646 0.716 0.647 0.227 0.601
P -1.2486 -5.2832 0.6247 0.579 -0.595 -1.095 0.573
P 4.1394 2.5732 -3.1552 -1.393 -0.242 1.896 0.517
P -0.5397 1.2099 0.1963 -0.254 0.054 -0.212 0.531
P -1.9667 1.1905 7.2740 -0.260 0.476 1.504 0.529
P -0.2126 6.6988 3.3505 0.268 -1.459 0.608 0.589
O -1.7858 1.2814 1.0026 0.057 -0.371 0.070 -0.280
O 3.8566 1.4860 -2.1419 0.575 0.363 -1.671 -0.321
O -1.0912 6.3267 -3.8853 0.146 0.111 0.295 -0.314
O -1.6375 4.0796 -4.9229 0.991 0.923 -0.076 -0.379
O -5.4211 -1.3753 3.1037 0.281 -0.851 0.535 -0.357
O 5.1886 -4.1569 2.4630 0.337 0.574 -0.661 -0.297
O -6.7919 1.7520 -1.3381 -0.968 0.243 -0.803 -0.327
O -0.8902 -4.0822 1.4245 -0.965 -0.407 0.135 -0.289
O -4.9013 -3.8108 3.1766 -0.064 -0.831 -0.431 -0.339
O 0.6157 -3.9598 -4.4985 -0.085 0.389 0.125 -0.275
O -4.2834 -1.4176 -7.0717 -0.019 -0.703 -0.569 -0.305
O 0.7817 -2.5949 5.4292 0.381 -0.593 -0.461 -0.351
O -3.0371 0.2093 7.0128 -0.366 -0.147 0.112 -0.285
O 2.7681 -1.3566 4.6894 -0.675 -0.718 -0.759 -0.367
O 0.4741 7.6488 2.4652 0.130 0.049 -0.560 -0.291
O -4.9175 3.3637 -1.1728 1.038 1.779 -1.109 -0.323
N -1.3495 5.7041 2.5365 1.937 2.192 -0.088 -0.288
N 0.8398 5.5719 4.1942 -1.329 0.585 -1.238 -0.299
N 2.7285 -4.8215 -5.7387 0.952 -0.897 -0.292 -0.319
N -3.1627 -2.4119 -4.8833 -0.063 1.334 -1.001 -0.294
N -2.9807 0.2872 -5.4741 -0.920 -2.627 0.719 -0.300
N 2.8679 3.0345 -4.0977 -0.261 -0.224 0.289 -0.301
N -2.5520 -5.0447 -0.3768 -0.167 -0.399 0.249 -0.289
N 0.0393 -5.6350 -0.3992 -1.149 -1.275 1.561 -0.297
N -1.2709 1.6859 5.8856 -0.738 0.319 -1.602 -0.272
N 5.2775 2.2200 -4.2741 1.186 -1.285 -0.327 -0.320
N 5.3928 -3.5758 -0.0203 -0.942 -0.531 -0.889 -0.281
N 5.8487 -1.6772 1.7126 -0.747 0.526 -0.341 -0.269
N -2.6464 2.5030 8.1309 0.974 0.529 0.123 -0.287
N 0.7332 1.7871 1.0992 2.033 0.352 -0.673 -0.245
N -0.4838 2.2341 -1.0910 0.226 0.674 0.487 -0.262
N -0.9618 7.5447 4.5656 0.376 -2.605 -0.224 -0.331
N 7.5240 -3.6569 1.6916 1.456 0.602 -0.906 -0.327
N -0.3298 -0.3275 -0.4769 -0.544 2.441 0.731 -0.269
N 2.8261 -2.5526 -4.6390 2.498 2.434 1.121 -0.254
N 4.6118 3.8859 -2.2762 -0.099 0.304 -0.712 -0.310
N -0.6291 0.6652 8.1635 -0.832 0.825 -0.963 -0.309
N 1.3703 -2.8420 -6.6982 0.120 0.725 -1.855 -0.309
N -5.4230 -0.6931 -4.8947 2.010 -0.372 -1.181 -0.314
N -1.5209 -6.7718 1.4300 -1.412 0.888 -1.104 -0.298
C 5.4508 -2.5849 -1.0920 -0.373 -1.134 0.130 -0.108
C -3.4409 -3.8038 -5.1850 -0.817 -0.218 -1.105 -0.113
C -2.1129 1.7542 4.6833 -0.569 -1.750 -0.732 -0.093
C -3.5798 5.0661 -3.6833 -0.946 -0.187 0.721 -0.218
C -6.3608 2.0811 2.0209 2.366 0.804 -0.018 -0.187
C 2.0353 2.3737 0.5542 -0.806 -1.524 3.124 -0.069
C 0.1458 -2.9203 -7.3909 -2.231 -0.457 -1.002 -0.131
C -1.7963 6.7968 5.4850 0.109 -0.092 0.135 -0.102
C -0.5421 -7.0828 2.4275 0.074 -2.189 -0.444 -0.129
C 1.0587 1.0954 2.3416 -1.018 -1.014 -0.907 -0.117
C 3.3367 -5.7105 -4.7791 -0.846 0.048 0.602 -0.102
C 4.5753 3.8363 -0.8383 0.425 0.349 0.731 -0.121
C -4.9218 1.1771 0.2961 0.552 -0.574 0.009 -0.239
C -3.5837 -4.0650 -0.0009 0.478 0.484 0.093 -0.101
C 0.5740 -4.5750 -1.1992 1.335 -1.364 -0.681 -0.119
C 1.2298 -2.6469 2.7805 0.572 -1.618 1.372 -0.205
C 2.0217 -3.8097 2.1788 -1.961 -0.882 -0.518 -0.195
C -1.4826 -1.1613 -0.3522 -0.674 -1.468 -1.016 -0.118
C -4.9258 1.5487 1.7943 -0.070 -1.396 -1.291 -0.192
C -2.5208 -2.1808 -3.6185 -0.488 -1.142 1.289 -0.141
C 0.2788 -7.0049 -0.8513 -1.197 -0.021 1.088 -0.107
C -4.0195 2.5338 8.6749 1.145 1.466 1.321 -0.117
C -0.9159 1.8782 -2.4325 1.446 0.122 0.118 -0.086
C 0.3105 -0.2884 7.5074 -0.952 1.897 1.049 -0.069
C 6.1361 1.0598 -4.0374 -2.317 -1.284 1.196 -0.095
C 8.5899 -3.1594 0.8164 0.747 -0.320 1.329 -0.103
C 4.2499 -2.4786 -4.9213 -0.702 1.515 -0.858 -0.111
C -6.5586 3.1272 0.9427 -0.271 -0.544 -0.616 -0.205
C 2.0297 4.1888 -3.9677 -2.394 1.280 0.111 -0.122
C -5.3540 -0.1224 -3.5897 -3.529 0.397 0.134 -0.127
C -1.8410 4.4602 3.0258 1.492 -0.328 0.769 -0.146
C -2.0126 6.3232 1.3626 -0.087 -0.491 1.103 -0.073
C 4.6520 -4.8475 -0.3298 2.203 0.006 -1.093 -0.056
C -2.5682 -2.3379 5.2374 -0.103 -1.055 -0.354 -0.200
C -2.8913 -7.0057 1.9248 -0.486 -1.176 0.479 -0.104
C -1.8714 3.6589 8.6970 -2.199 -0.352 0.214 -0.107
C 2.7028 -5.4235 -7.0443 -0.766 0.846 -0.464 -0.089
C 2.4586 -1.1600 -4.3703 -2.759 -0.834 0.775 -0.106
C 8.0658 -4.3375 2.8544 -2.241 -0.081 0.340 -0.112
C -2.9859 -2.1302 3.7709 -0.271 -0.571 0.367 -0.210
C -6.6597 -1.0259 -5.5779 0.211 -0.126 0.485 -0.099
C 0.9926 -0.7385 -0.8533 0.223 -0.936 1.523 -0.086
C -1.5477 0.1960 -5.6000 0.053 2.367 -1.338 -0.117
C 2.3346 2.0976 -5.0940 1.718 1.772 -0.880 -0.087
C -2.8858 -5.9607 -1.5110 -0.197 0.500 0.924 -0.072
C -2.7657 6.2105 -5.9889 1.430 0.289 0.044 -0.245
C 1.5661 4.6821 3.2819 -0.167 -0.120 0.290 -0.126
C 5.5030 2.7308 -5.5934 -0.711 1.689 -0.831 -0.139
C 2.9378 -4.0093 4.4273 -0.309 0.884 1.254 -0.223
C -3.6797 -3.1322 6.0329 0.439 0.450 -0.358 -0.186
C -0.1289 2.5593 5.7795 -0.055 -0.725 0.723 -0.103
C -0.8273 8.9273 4.6671 0.092 2.157 1.323 -0.146
C -4.7245 5.4821 -4.6781 0.984 1.121 0.451 -0.180
C 6.4821 -1.2954 2.9601 0.415 0.224 0.487 -0.102
C 2.3526 -4.8476 3.3353 -0.340 2.277 -1.446 -0.185
C 2.3672 -2.1618 -7.5234 0.234 -1.137 1.663 -0.079
C 5.0932 5.1155 -2.8800 -0.429 0.102 0.291 -0.101
C -5.0690 -2.6062 5.5427 1.730 1.364 -0.718 -0.177
C -0.8881 0.2581 9.5200 -0.377 0.146 1.007 -0.135
C -0.7936 3.6356 -0.8192 -0.895 0.371 0.760 -0.113
C -3.5416 1.5278 -5.9194 -1.333 -0.020 -0.626 -0.126
C 1.5926 5.9567 5.3593 -0.405 0.852 1.616 -0.140
C 4.5520 -1.0526 1.4014 0.197 2.579 1.683 -0.093
C -4.0984 5.5718 -6.1150 -0.961 -1.466 0.708 -0.231
H 0.1913 -3.5748 -8.3119 0.158 0.458 0.676 0.091
H -4.4578 -4.5277 0.4492 -0.185 -0.129 0.090 0.069
H -2.5547 -1.1137 -3.3997 0.720 -0.068 0.016 0.048
H -1.5983 3.6485 2.3303 -0.179 -0.182 0.192 0.072
H 2.6423 1.6622 0.0445 0.228 -0.769 -0.708 0.031
H 1.9910 4.7708 -3.0139 0.597 -0.936 -0.409 0.093
H 3.8581 -0.9237 2.3017 1.014 -0.492 -0.868 0.088
H 5.1611 5.0377 -3.9607 -0.095 -0.135 -0.134 0.063
H -3.7882 -5.4869 -1.9105 0.235 -0.411 -0.475 0.071
H -3.9061 -3.5373 -0.9287 0.249 -0.048 0.764 0.072
H 7.5542 -1.4265 2.9101 0.269 0.027 -0.149 0.072
H 1.9647 3.2498 -0.0168 -0.567 1.179 -0.667 0.046
H -4.5711 1.6702 8.3817 -0.370 -0.485 -0.295 0.051
H -2.7941 2.5686 4.6048 -0.225 1.371 0.379 0.059
H -0.5774 -7.6490 -0.5738 -0.049 0.493 -0.841 0.073
H 9.1062 -4.0570 0.4240 -0.060 0.656 -0.337 0.087
H 4.0222 -1.5821 0.6500 -0.352 -0.413 -0.620 0.031
H -0.5955 -6.3444 3.1461 0.217 1.371 2.170 0.048
H -3.9258 2.5795 9.8197 -0.350 -0.249 -1.353 0.093
H 0.4415 -6.9169 -1.9073 0.332 -0.768 -0.583 0.075
H -1.8855 1.4505 -2.4842 -1.258 -0.392 0.040 0.068
H 6.1397 -1.8305 3.8238 -0.406 -0.994 0.407 0.077
H -1.1054 0.9888 -4.9675 0.087 -0.612 0.042 0.062
H 2.2722 2.7125 -6.0283 -0.267 -0.728 0.325 0.103
H -4.6521 1.5005 -5.7915 0.864 0.230 0.306 0.093
H 3.6788 -5.4177 -7.5294 0.304 -0.670 0.278 0.092
H 4.4439 -1.7458 -5.7569 -0.029 -0.724 0.510 0.092
H -1.9096 3.5974 9.7921 -0.004 0.014 -0.015 0.071
H -4.7478 0.5903 2.2778 -0.110 0.212 0.517 0.076
H -2.8093 6.8281 5.1243 -0.825 0.057 0.230 0.078
H -0.8574 3.8065 8.4453 1.155 -0.573 -0.799 0.050
H 0.4335 -7.0850 1.9919 0.791 0.091 -0.278 0.064
H 6.0770 0.8407 -2.9407 0.232 -0.176 -1.012 0.086
H 3.9819 -3.6860 4.2681 -0.653 -0.174 -0.048 0.086
H -1.1711 -0.7681 -5.4292 0.476 -1.266 0.630 0.041
H -4.5355 3.5051 8.3927 0.475 -1.168 0.036 0.091
H -3.0641 2.3333 -5.3751 -0.141 0.352 0.041 0.047
H -0.1324 -1.2449 7.3547 0.018 -0.965 0.191 0.068
H -6.4864 2.5322 2.9857 -0.159 0.139 0.606 0.109
H 3.8729 4.6187 -0.4366 0.611 -0.741 -0.108 0.098
H -0.4355 4.1214 0.0885 0.272 -0.974 0.560 0.069
H 2.2570 4.9297 -4.7403 0.153 0.079 -0.127 0.079
H -0.3751 3.6139 5.8723 0.071 0.257 -0.148 0.061
H 0.1741 -2.8959 2.8012 -0.052 -0.019 0.291 0.073
H -2.9736 -8.0776 2.2949 0.208 1.163 -0.603 0.102
H -3.4145 -2.8653 7.0552 -0.685 -0.219 0.247 0.103
H -1.8781 3.8552 -0.8285 0.191 -0.324 -0.167 0.089
H -2.0889 6.1747 -6.8803 -0.513 -0.204 0.913 0.132
H -5.5272 0.3099 0.0381 -0.074 -0.260 0.500 0.102
H -0.6053 9.2193 5.7147 0.207 -0.171 -0.243 0.086
H -3.4265 1.6845 -7.0081 0.349 -0.018 0.194 0.092
H 6.4951 3.2360 -5.6814 -0.225 -0.990 -0.024 0.094
H -2.5739 -4.4732 -5.3423 0.146 0.833 -0.333 0.081
H 4.3012 -5.9074 -5.1714 1.270 -0.532 0.027 0.069
H 6.1290 -1.8152 -0.8039 0.250 0.815 0.147 0.062
H 8.7331 -5.1558 2.5444 -0.607 -0.181 0.320 0.088
H 2.1508 5.2677 2.5808 0.555 0.068 -0.123 0.075
H 1.3414 1.7791 -4.8183 -0.154 -0.667 0.075 0.070
H 1.3440 1.7872 3.1043 0.341 0.347 0.492 0.049
H -1.5907 -2.8319 5.3196 -0.376 -0.104 -0.187 0.093
H -1.3788 4.2845 4.0253 -0.188 -0.183 -0.960 0.051
H 0.9163 3.9492 -4.1688 1.658 -0.021 0.383 0.083
H -4.1583 -3.8817 -6.0439 0.895 0.115 0.574 0.095
H -1.4772 7.1990 1.0548 0.441 0.477 0.010 0.061
H 3.5708 -4.8395 -0.2745 -0.217 0.425 0.508 0.051
H 8.6222 -3.6923 3.5035 0.723 0.830 0.157 0.061
H 5.6058 4.0023 -0.4203 -0.810 0.107 -0.252 0.097
H -6.3804 -1.5574 -6.4856 -0.243 -0.147 0.128 0.063
H 2.1055 -4.8093 -7.7215 -0.236 -0.236 0.133 0.068
H -0.0027 9.2700 4.0427 -0.273 0.067 -0.050 0.077
H 4.8487 3.6175 -5.8032 -0.017 -1.074 0.074 0.085
H -2.3036 -0.9094 -1.0452 0.311 0.160 -0.035 0.072
H 2.7651 -4.3686 5.4502 0.372 -0.303 -0.237 0.104
H 1.3947 -1.2141 -4.0260 0.587 0.611 -0.499 0.093
H 0.5916 0.1180 6.5723 0.447 0.164 -0.976 0.048
H 2.2571 -2.2256 -8.5766 -0.770 -0.093 -0.885 0.089
H 4.7675 -2.0767 -4.0799 0.342 0.220 0.855 0.056
H 6.0910 5.3288 -2.5100 0.237 0.223 0.119 0.079
H 9.3377 -2.6046 1.4475 -0.478 -0.404 -0.479 0.090
H -2.3942 4.5937 8.4166 0.121 -0.330 0.095 0.077
H -3.6472 3.9438 -3.4408 0.566 1.864 -0.246 0.110
H -1.2697 -2.2182 -0.5284 0.377 0.056 -0.119 0.068
H -1.9159 -1.1336 0.6159 -0.258 0.150 1.070 0.054
H 2.5749 2.5425 1.5307 -0.191 0.506 -1.205 0.095
H 0.6219 -3.6943 -0.6386 0.269 1.403 0.974 0.030
H 4.7669 0.0093 1.0486 -0.412 -1.234 0.176 0.108
H 0.8426 4.1372 2.6667 0.150 -0.294 0.210 0.055
H 2.2151 -6.3844 -6.9093 0.320 -0.476 -0.678 0.092
H -6.0256 4.0282 1.1894 0.088 0.479 0.018 0.097
H 1.4957 -1.1248 0.0856 0.059 0.050 -1.040 0.084
H 0.1740 0.5548 2.6375 -0.483 -0.085 0.535 0.072
H -3.0189 6.6539 1.6854 0.123 -0.407 -0.616 0.090
H -2.4284 -1.4008 5.7104 -0.167 0.961 0.428 0.047
H 4.4467 -2.1944 -1.2726 0.133 0.226 -0.343 0.082
H 1.0112 6.6744 6.0081 0.405 -0.645 -0.814 0.088
H -2.8483 0.9226 4.6253 0.870 0.013 0.248 0.078
H -1.7298 7.1689 6.5160 -0.035 0.185 -0.258 0.089
H -3.9087 0.9698 -0.0705 -0.192 0.535 -0.060 0.082
H 1.3318 -4.2460 1.3973 0.818 0.113 1.021 0.084
H -0.2173 1.1494 -2.8940 -0.230 0.593 0.119 0.079
H -3.1979 -6.3892 2.7683 0.387 0.313 0.347 0.074
H -5.6251 4.8594 -4.6198 0.479 -0.048 -0.018 0.115
H 1.1095 -0.1812 8.2152 0.987 -1.065 -0.122 0.083
H -2.8707 7.2315 -5.6693 -0.053 0.737 -0.062 0.096
H 4.6371 -3.4078 -5.1501 0.939 -1.877 -0.645 0.048
H 3.0799 -5.4647 2.8607 0.294 -1.171 0.274 0.095
H -7.2722 -1.6413 -4.9124 -0.197 -0.016 -0.225 0.083
H -6.0076 0.7847 -3.5102 0.429 -0.654 -0.042 0.091
H -3.9244 -4.2874 -4.3560 -0.608 -0.055 0.783 0.052
H -7.2116 -0.1454 -5.8926 -0.204 0.329 0.166 0.077
H 2.5845 6.4342 5.2206 -0.404 -0.227 -0.474 0.088
H -3.1493 -2.6493 -2.7983 0.617 0.299 -0.565 0.077
H 2.5833 -0.4725 -5.2077 -0.188 -0.487 -0.302 0.043
H 3.2965 -2.6127 -7.3091 1.381 -0.497 0.028 0.052
H -4.0312 2.1458 1.9229 -0.226 0.747 0.509 0.091
H -7.5959 3.2880 0.7162 -0.455 0.432 -0.147 0.095
H 1.3535 -1.6955 2.3869 0.377 1.670 -1.099 0.029
H 5.7387 0.1592 -4.6273 0.634 1.027 0.755 0.092
H 1.4156 -5.2459 3.6859 -0.158 -0.852 -0.131 0.097
H -4.7437 6.1870 -6.7071 -0.390 0.129 -0.659 0.105
H -5.6934 -0.8117 -2.8213 -0.187 -0.216 0.295 0.086
H -0.1572 -1.8967 -7.7812 0.020 -1.119 0.723 0.104
H -1.5165 -2.6904 -3.5751 -0.659 0.860 -0.035 0.087
H -1.2075 0.4832 -6.6346 -0.366 -0.298 0.494 0.099
H -1.5246 1.7475 3.7380 -0.118 -0.130 0.801 0.074
H 1.6052 -4.9019 -1.4813 -0.615 0.606 -0.021 0.091
H 3.1306 1.3539 -5.2690 -0.911 -0.056 0.096 0.059
H 0.3217 2.3106 4.8341 0.397 0.426 -0.386 0.061
H -0.6918 -8.1033 2.8787 -0.107 0.968 -0.455 0.112
H 0.0213 -4.3574 -2.0930 -0.364 -0.085 -0.754 0.054
H 0.0831 0.0437 10.0228 -0.796 -0.135 -0.283 0.093
H -3.1506 -3.3645 0.7705 -0.498 -0.589 -1.055 0.073
H 7.1248 1.2642 -4.3205 1.455 0.277 -0.414 0.057
H 0.9499 -1.5468 -1.5920 0.184 0.301 -0.054 0.078
H 1.0232 -7.5383 -0.2634 1.027 0.383 -0.391 0.070
H 1.8032 0.3053 2.2002 0.416 0.346 0.033 0.061
H 4.4247 5.9691 -2.6472 0.311 -0.321 -0.045 0.092
H -0.9274 2.8570 -2.9124 0.016 -0.574 -0.866 0.053
H -2.8797 4.5167 3.2021 -1.548 -0.114 0.063 0.068
H 2.2281 3.9939 3.8658 -0.620 0.459 -0.520 0.098
H -2.0707 -5.9619 -2.2320 -0.059 0.081 -0.172 0.068
H 2.7905 -6.6681 -4.6740 0.086 0.359 -0.083 0.096
H -1.7443 9.4976 4.4650 -0.014 -0.135 -0.465 0.084
H 4.9023 -5.0068 -1.4134 -0.281 -0.232 0.824 0.079
H 8.2840 -2.4502 0.0607 -0.366 -0.196 -0.366 0.063
H 2.9056 -3.5449 1.6459 0.869 0.482 0.055 0.060
H 0.5384 2.2481 6.5664 0.568 0.361 0.294 0.074
H -6.0272 -3.0610 5.7983 0.427 -0.481 -0.313 0.100
H -2.6170 -2.9556 3.1443 0.422 0.701 -0.199 0.082
H -1.9869 5.6394 0.5077 -0.518 0.005 0.275 0.059
H -3.7052 -6.8390 1.2107 0.600 -0.122 -0.376 0.069
H -6.9622 1.2213 1.9400 -1.207 -0.823 -0.215 0.105
H -1.4090 1.0119 10.1385 0.346 0.113 -0.517 0.075
H -3.6169 5.6975 -2.7664 -0.054 -0.753 -0.480 0.103
H -5.0191 6.5094 -4.3378 0.036 -0.726 -0.588 0.118
H 1.5430 0.1369 -1.1811 0.293 -0.092 -0.449 0.059
H 5.8534 -3.0544 -1.9883 -0.110 -0.033 -0.237 0.077
H 2.4457 -1.1835 -7.1638 0.085 1.921 -0.089 0.058
H 4.2862 2.8102 -0.5691 -0.036 0.700 0.150 0.041
H 5.0942 -5.6994 0.2444 -0.575 0.823 -0.347 0.097
H -4.4040 0.1769 -3.3449 2.413 0.704 0.386 0.027
H -2.9214 -1.1061 3.3649 0.496 -0.597 0.090 0.097
H -0.6210 -3.3914 -6.7385 0.217 0.701 -0.409 0.079
H -5.1500 -1.5291 5.7738 0.117 -0.354 0.291 0.096
H 6.2890 -0.3004 3.3031 -0.223 1.038 -0.676 0.084
H 1.7480 5.0720 6.0017 0.060 0.135 -0.274 0.074
H -4.0133 4.5485 -6.5459 -0.110 0.702 0.149 0.120
H 5.3341 1.9220 -6.3578 0.365 0.873 0.448 0.099
H -3.1274 -7.0287 -1.2730 0.196 0.873 0.305 0.088
H -0.3289 4.2432 -1.5439 0.460 0.684 -1.384 0.059
H -1.5258 5.7328 5.5309 0.195 0.327 -0.136 0.056
H -3.5475 -4.2188 5.9040 -0.299 0.389 -0.049 0.109
H 3.4122 -5.2538 -3.7905 0.018 0.037 -0.083 0.076
H 7.1264 -4.5354 3.4532 1.344 -0.942 -0.526 0.092
H -1.5870 -0.5865 9.5257 0.438 -0.437 0.275 0.083
H 2.9902 -0.7089 -3.5532 0.620 -0.116 0.584 0.063
```
Forces are in eV/Å.